No. 1
C9H17N2 | wB97M-V/def2-TZVPD

The geometry in XYZ format:
```
28
Properties=species:S:1:pos:R:3:mulliken_charge:R:1
C -3.713 0.896 0.797 -0.697
C -0.442 -1.445 0.180 -0.834
C -0.475 1.093 -0.266 -0.885
C 1.050 -1.207 0.649 -0.869
C 0.959 1.322 0.163 -1.674
C -1.222 -0.082 0.489 0.166
C 1.730 -0.020 0.008 0.954
C -2.659 0.037 0.069 0.313
C 3.191 0.079 0.490 -1.850
N -3.665 -0.338 1.054 -0.462
N -2.834 -0.475 -1.338 -0.083
H -4.173 1.885 0.902 0.354
H -0.638 -1.636 -0.916 0.359
H -1.003 -2.095 0.851 0.263
H -1.184 1.840 -0.016 0.481
H -0.345 0.975 -1.286 0.430
H 0.938 -1.058 1.780 0.341
H 1.439 -2.176 0.307 0.407
H 1.326 2.020 -0.435 0.586
H 0.935 1.614 1.123 0.512
H -1.022 0.187 1.595 0.544
H 1.987 -0.323 -1.089 0.109
H 3.202 0.752 1.267 0.458
H 3.787 0.390 -0.241 0.493
H 3.636 -0.828 0.813 0.437
H -2.163 -1.298 -1.473 0.283
H -2.592 0.351 -2.061 0.458
H -3.769 -0.755 -1.434 0.404
```

Values from the calculation:
* HOMO-LUMO gap (alpha / beta): 6.6637 / 6.9199 eV
* 2S+1: 3
* LUMO energy (alpha / beta): -0.133 / -0.263 Eh
* max |F|: 5.483 eV/A
* total charge: +1
* ΔE to the lowest compared entry with this formula, charge and spin: 241.9 kJ/mol

***

No. 2
C9H17N2O | wB97M-V/def2-TZVPD

The geometry in XYZ format:
```
29
Properties=species:S:1:pos:R:3:mulliken_charge:R:1
C 2.478 0.890 -1.577 0.160
C 1.411 0.415 -1.290 -1.321
C 1.342 -1.171 1.602 0.880
C 1.737 -2.362 2.495 -1.494
C -0.385 1.788 0.236 -1.613
C -2.136 0.116 0.066 -1.762
C -2.444 0.976 -2.595 -0.864
C 0.144 -0.179 -1.144 -0.053
C -0.981 0.749 -0.720 1.719
N 2.175 -0.153 1.635 -0.329
N 0.470 -1.439 0.701 -0.410
O -1.168 1.296 -2.072 -0.337
H 3.440 1.308 -1.593 0.458
H 2.523 -2.844 2.017 0.383
H 0.926 -2.979 2.609 0.385
H 2.282 -2.151 3.443 0.435
H 0.559 2.364 -0.114 0.307
H -1.212 2.436 0.527 0.447
H -0.032 1.355 1.099 0.417
H -2.664 -0.532 -0.527 0.537
H -1.754 -0.568 0.743 0.487
H -2.847 0.788 0.548 0.386
H -3.349 1.610 -2.260 0.256
H -2.723 0.015 -2.560 0.439
H -2.187 1.258 -3.611 0.336
H -0.248 -0.970 -1.713 0.664
H 2.661 -0.186 2.492 0.212
H 2.006 0.497 0.896 0.067
H -0.025 -2.326 0.665 0.207
```

Values from the calculation:
* HOMO-LUMO gap: 8.7778 eV
* LUMO energy: -0.180 Eh
* max |F|: 5.153 eV/A
* total charge: +1
* ΔE to the lowest compared entry with this formula, charge and spin: 504.5 kJ/mol

***

No. 3
C9H17N4 | wB97M-V/def2-TZVPD

The geometry in XYZ format:
```
30
Properties=species:S:1:pos:R:3:mulliken_charge:R:1
C 0.044 0.160 -0.949 0.390
C -0.065 -0.371 0.476 -0.364
C -0.118 -1.989 -1.349 -0.449
C 1.941 1.466 -1.407 -1.463
C -0.130 2.042 -2.769 -1.430
C -1.686 -1.130 2.278 -1.960
C -0.743 1.150 2.227 -1.525
C 0.355 1.526 -1.428 0.692
C -1.186 -0.041 1.387 1.047
N 0.028 -0.750 -1.882 -0.287
N 2.050 -5.113 -0.065 -0.382
N 1.504 -4.176 -0.092 0.294
N 0.022 -1.873 0.194 -0.012
H 0.861 -0.088 0.972 0.403
H 2.281 1.042 -0.396 0.326
H 2.362 2.472 -1.485 0.436
H 2.248 0.910 -2.248 0.414
H 0.405 2.921 -3.110 0.410
H -1.171 2.393 -2.613 0.366
H -0.203 1.254 -3.645 0.284
H -0.800 -1.424 2.822 0.515
H -2.165 -2.020 1.901 0.467
H -2.412 -0.732 2.902 0.462
H -0.342 1.943 1.646 0.362
H 0.079 1.082 2.993 0.391
H -1.627 1.470 2.783 0.416
H 0.191 2.304 -0.675 0.164
H -2.003 0.308 0.678 0.218
H 0.973 -2.233 0.205 0.488
H -0.694 -2.504 0.648 0.327
```

Values from the calculation:
* HOMO-LUMO gap: 8.1672 eV
* LUMO energy: -0.193 Eh
* max |F|: 3.080 eV/A
* total charge: +1
* ΔE to the lowest compared entry with this formula, charge and spin: 268.5 kJ/mol

***

No. 4
C9H17NO | wB97M-V/def2-TZVPD

The geometry in XYZ format:
```
28
Properties=species:S:1:pos:R:3:mulliken_charge:R:1
C 4.369 -0.687 2.452 -0.608
O 3.682 0.476 1.902 -0.373
C 2.287 0.445 1.588 -0.459
C 2.130 -0.024 0.123 -0.099
C 2.205 -1.447 -0.047 0.246
N 2.292 -2.564 -0.296 -0.444
H 4.337 -0.646 3.567 0.246
H 3.980 -1.686 2.151 0.304
H 5.446 -0.566 2.120 0.209
H 1.712 -0.114 2.370 0.309
H 1.960 1.478 1.696 0.319
H 1.211 0.340 -0.349 0.085
H 2.901 0.466 -0.492 0.263
C -4.972 1.650 -2.171 -0.678
C -3.974 1.707 -1.239 -0.211
C -2.536 1.214 -1.493 -0.598
C -2.098 -0.022 -0.642 -0.037
C -3.178 -1.061 -0.609 -1.279
H -5.998 2.076 -2.103 0.267
H -4.722 1.241 -3.174 0.201
H -4.225 2.110 -0.267 0.347
H -1.766 2.029 -1.323 0.283
H -2.427 1.018 -2.588 0.333
H -1.720 0.252 0.385 0.253
H -1.249 -0.466 -1.215 0.108
H -2.922 -1.891 0.074 0.378
H -4.126 -0.672 -0.153 0.327
H -3.293 -1.470 -1.611 0.308
```

Values from the calculation:
* HOMO-LUMO gap: 10.2796 eV
* LUMO energy: 0.024 Eh
* max |F|: 1.858 eV/A
* total charge: 0
* ΔE to the lowest compared entry with this formula, charge and spin: 220.5 kJ/mol

***

How do the records compare in energy? In the order shown, they have -462.0968 -537.4457 -571.7907 -483.0320 Eh.